33
Properties=species:S:1:pos:R:3:forces:R:3 method="wB97M-V/def2-TZVPD" e_tot_ha=-840.83678 homo_energy_ev=-10.578 mol_weight_g_mol=198.165 smiles=O.O.O.O.O.O.O.O.O.O.O orbital_gap_ha=0.3835
O -0.793 -9.608 -3.755 0.152 0.072 0.387
H -0.458 -8.712 -3.642 -0.046 0.063 -0.226
H -0.026 -10.122 -4.046 -0.075 -0.049 -0.299
O 0.290 -13.126 -0.246 -0.076 -0.040 0.260
H -0.146 -13.791 0.298 0.107 -0.082 0.008
H 0.837 -12.626 0.371 0.038 0.036 -0.038
O -2.138 -13.594 -1.891 -0.052 -0.102 0.090
H -1.668 -14.017 -2.616 0.001 0.001 -0.018
H -1.452 -13.371 -1.252 0.014 0.206 -0.215
O 4.239 -11.023 -1.592 0.218 -0.308 0.252
H 4.532 -11.675 -0.942 -0.033 0.042 0.111
H 4.462 -10.171 -1.203 -0.115 0.112 -0.171
O 0.760 -11.873 -5.251 -0.122 0.230 0.127
H -0.087 -12.267 -5.022 -0.016 -0.014 -0.015
H 1.218 -11.763 -4.402 0.183 -0.311 -0.039
O 3.738 -13.723 -0.190 -0.011 0.393 0.038
H 3.488 -14.623 0.034 0.042 -0.022 0.003
H 3.744 -13.708 -1.160 -0.147 -0.401 0.026
O 3.155 -8.817 -3.358 -0.021 -0.037 0.158
H 2.519 -9.418 -2.949 -0.034 -0.042 -0.025
H 2.898 -7.942 -3.052 -0.015 0.009 -0.001
O 4.025 -11.711 -4.553 0.118 0.024 -0.085
H 3.781 -12.461 -3.999 -0.105 0.012 -0.051
H 4.299 -11.040 -3.919 -0.043 0.151 -0.030
O 1.627 -11.786 -2.491 0.005 -0.049 0.064
H 1.084 -12.222 -1.822 -0.120 0.006 -0.130
H 2.503 -11.715 -2.084 0.042 0.252 -0.105
O 4.238 -14.075 -2.923 0.243 -0.046 0.001
H 5.135 -13.720 -2.885 0.024 0.008 -0.107
H 4.270 -14.736 -3.623 -0.129 -0.031 0.005
O -0.050 -9.278 -0.966 0.032 -0.037 0.021
H -0.408 -9.576 -1.819 -0.021 -0.093 -0.006
H -0.649 -9.645 -0.310 -0.037 0.047 0.009